This record from OMol25 describes an isolated ion of composition C5H8BrN2 and charge +1 in a non-equilibrium geometry. The level of theory is wB97M-V/def2-TZVPD.

Element x y z (Å)
N (0.015, 1.604, 0.677)
C (0.955, 1.567, -0.214)
C (1.496, 0.365, -0.673)
C (1.348, -0.976, -0.210)
C (0.216, -1.587, 0.399)
C (-1.134, -1.242, 0.412)
N (-1.716, -0.264, -0.367)
Br (-3.440, 0.363, 0.090)
H (-0.349, 2.537, 0.930)
H (-0.364, 0.711, 0.905)
H (1.371, 2.458, -0.604)
H (2.398, 0.496, -1.344)
H (2.158, -1.571, -0.451)
H (0.517, -2.537, 0.944)
H (-1.866, -1.786, 0.908)
H (-1.606, -0.137, -1.403)

Calculated values
Energy relative to the best compared isomer or geometry (same formula, charge and spin) (kcal/mol): 79.6
Net charge: +1
SMILES: [NH2+]=C/C=C\C=C/NBr
Largest force on an atom (eV/Å): 4.5
Kohn-Sham gap (eV): 7.508
Calculated total energy (eV): -78328.139